1.
Below is the molecule C2H3BrCl2Si at a distorted geometry, with properties calculated with ωB97M-V/def2-TZVPD.

E_HOMO (alpha / beta), Ha: -0.2436 / -0.4026
Total charge: 0
HOMO-LUMO gap (alpha / beta), eV: 7.18 / 7.91
M, g mol⁻¹: 205.94
Relative energy (zero: lowest compared OMol25 entry of this formula, charge and spin), kcal/mol: 0.00
Spin multiplicity: 3

Element x y z (Å)
C -1.67 0.36 0.27
C -0.61 -0.35 -0.21
Si 1.24 -0.06 -0.04
Cl 1.93 1.06 -1.47
Cl 1.87 0.93 1.67
Br 2.12 -2.09 -0.13
H -2.65 0.10 -0.15
H -1.53 1.19 1.02
H -0.70 -1.14 -0.96

***

2.
Below is the molecule CH3N3O2 at a distorted geometry, with properties calculated with ωB97M-V/def2-TZVPD.

E_HOMO, Ha: -0.3462
Total charge: 0
HOMO-LUMO gap, eV: 9.75
M, g mol⁻¹: 89.05
Relative energy (zero: lowest compared OMol25 entry of this formula, charge and spin), kcal/mol: 81.59

Element x y z (Å)
N 1.19 -0.57 0.78
C -0.83 0.07 0.03
O -1.19 -0.92 -0.76
N 0.67 0.23 -0.08
N 1.10 1.33 -0.49
O -1.53 0.76 0.69
H -2.16 -0.94 -0.88
H 0.67 -1.43 0.92
H 2.08 1.45 -0.21